Record 1
# C23H36Cl10F5N3O3S

6 unconnected molecules or ions with the total composition C23H36Cl10F5N3O3S at a distorted geometry (wB97M-V/def2-TZVPD, OMol25).

Structure (ORCA input):
```
! RIJCOSX wB97M-V def2-TZVPD def2/J DEFGRID3
* xyz 0 1
C -3.85635 3.92754 4.70794
C -4.36668 4.14363 3.27794
C -4.17351 2.91043 2.35346
C -2.74180 2.95379 1.77079
C -2.04365 1.54305 1.55687
N -2.96663 0.43188 1.51103
C -1.46807 1.60848 0.18282
N -0.86109 1.61667 -0.80537
C -0.92494 1.27307 2.63386
C -0.50851 -0.12620 2.42049
N -0.25184 -1.24764 2.21294
C -1.57490 1.44034 4.02662
C -1.13666 0.31029 4.96401
C -1.00193 0.70785 6.40063
O 0.11948 0.45427 5.53581
S 0.54205 2.32540 2.31811
O 0.20601 3.63053 1.82938
O 1.34859 1.62283 1.37472
C 1.61728 2.54871 3.81162
F 2.26146 1.40192 4.00819
F 0.97578 2.92722 4.90796
C 2.72657 3.62968 3.54366
F 3.27790 3.52015 2.36109
F 3.66774 3.48585 4.46400
F 2.16609 4.81471 3.70669
H -4.14408 2.95657 5.11368
H -4.33115 4.67548 5.34510
H -2.78534 4.09261 4.80939
H -3.79886 4.97042 2.84577
H -5.40399 4.47289 3.31016
H -4.94883 2.95127 1.59067
H -4.37672 2.03535 2.97009
H -2.81829 3.41885 0.79075
H -2.13841 3.62719 2.37515
H -3.32777 0.20294 2.42361
H -3.70391 0.60833 0.84625
H -2.65345 1.31183 4.03248
H -1.32111 2.36265 4.53612
H -1.51142 -0.67566 4.75019
H -1.13594 -0.04209 7.15911
H -1.26219 1.75174 6.48937
Cl 5.21942 0.52078 7.66389
C 4.94965 0.81965 5.92681
C 4.87958 -0.45889 5.13191
Cl 6.45544 -1.28766 5.04973
H 5.74648 1.46771 5.57004
H 4.00774 1.35529 5.84133
H 4.58346 -0.23751 4.10756
H 4.15663 -1.15123 5.55593
Cl -1.93977 0.22578 -5.30426
C -0.55188 -0.11192 -4.23410
C 0.03800 -1.47653 -4.47915
Cl -1.05947 -2.78521 -3.96849
H -0.88623 -0.00061 -3.20574
H 0.19547 0.65391 -4.43405
H 0.95502 -1.58711 -3.90283
H 0.27491 -1.62919 -5.52905
Cl -5.21904 0.75967 -9.84845
C -4.59864 2.18276 -8.97323
C -4.01729 1.81845 -7.63084
Cl -5.26680 1.28191 -6.47924
H -5.41269 2.89641 -8.87361
H -3.82581 2.62716 -9.59851
H -3.53416 2.68943 -7.19075
H -3.27870 1.02590 -7.71841
Cl 0.95269 -6.63531 -2.93119
C 2.47597 -5.80236 -2.52813
C 2.46042 -4.35583 -2.94793
Cl 2.47226 -4.16325 -4.72276
H 3.28915 -6.34415 -3.00051
H 2.59854 -5.86744 -1.44800
H 3.34899 -3.85285 -2.56953
H 1.58301 -3.83930 -2.56334
Cl 5.09184 -7.02089 -4.89351
C 4.63408 -6.73490 -6.59118
C 4.50604 -8.01855 -7.37009
Cl 6.08023 -8.81770 -7.61686
H 5.37578 -6.07308 -7.03110
H 3.67670 -6.21554 -6.57585
H 4.09891 -7.80780 -8.35760
H 3.84641 -8.72279 -6.86944
*
```

Calculated values
HOMO energy	-10.45	eV
calculated total energy	-184691.6415	eV
F_max	3.2	eV/Å

Record 2
# C23H36F2N2O7S

A molecular structure, C23H36F2N2O7S at a distorted geometry (wB97M-V/def2-TZVPD, OMol25).

Structure (ORCA input):
```
! RIJCOSX wB97M-V def2-TZVPD def2/J DEFGRID3
* xyz 0 1
C 0.10971 0.14164 -3.11636
C -1.19518 -0.63474 -2.77830
O -0.94583 -1.48001 -1.64770
C -1.86186 -2.56214 -1.62236
C -1.55286 -3.33568 -0.33978
C -0.28397 -4.04644 -0.25975
C 0.03182 -4.77058 0.84152
C 1.38035 -5.52507 0.81682
C 1.19195 -6.72565 -0.16437
F -0.11169 -7.22522 0.04911
C -0.83650 -4.86594 1.98727
N -0.61130 -5.54705 3.10312
S -1.98320 -5.26196 3.97356
N -2.80843 -4.28066 2.99099
C -2.08247 -4.12537 1.87150
C -2.41287 -3.36395 0.70804
F -3.56999 -2.67028 0.63430
H 0.30279 -0.01056 -4.19050
H 0.94251 -0.25623 -2.51501
H -0.02335 1.21135 -2.92477
H -2.00614 0.08389 -2.55738
H -1.47656 -1.29194 -3.62231
H -2.91569 -2.21967 -1.58575
H -1.76742 -3.21132 -2.51705
H 0.43362 -4.00595 -1.08302
H 1.65757 -5.87363 1.82201
H 2.13548 -4.81638 0.42532
H 1.92605 -7.52476 -0.00070
H 1.18619 -6.32443 -1.18812
O -1.74723 2.53970 -3.57071
C -2.40331 3.35652 -2.97994
O -1.82115 4.11502 -2.03719
C -2.45130 5.24173 -1.41397
C -3.30078 4.81718 -0.23557
C -3.88938 3.48237 -3.21101
H -3.01199 5.82838 -2.14373
H -1.64016 5.87930 -1.06369
H -4.11930 4.16478 -0.54367
H -3.72340 5.68836 0.26535
H -2.70109 4.25808 0.48279
H -4.40844 2.74720 -2.59664
H -4.09008 3.27700 -4.26064
H -4.28612 4.47401 -3.00646
O -1.53886 6.69699 2.88510
C -0.83966 5.72951 3.01269
O -1.35590 4.50513 2.79596
C -0.57876 3.30436 2.72398
C -0.34298 2.71495 4.09897
C 0.58437 5.84961 3.49952
H 0.35026 3.47351 2.17650
H -1.16581 2.60533 2.12856
H 0.23154 3.39109 4.73336
H 0.19704 1.77046 4.02278
H -1.29396 2.53642 4.60201
H 0.58613 5.88661 4.58839
H 1.00118 6.77600 3.10965
H 1.23671 5.04783 3.16050
O 3.51655 -3.98418 -0.55730
C 4.05767 -2.91464 -0.43937
O 3.31202 -1.80096 -0.44019
C 3.81239 -0.50017 -0.11570
C 4.42086 0.17581 -1.32669
C 5.56036 -2.79881 -0.38307
H 4.50280 -0.54754 0.72833
H 2.94981 0.07313 0.22245
H 5.28175 -0.37628 -1.70567
H 4.74209 1.18808 -1.07857
H 3.69249 0.22675 -2.13706
H 5.95438 -2.78900 -1.39883
H 5.95050 -3.66763 0.14336
H 5.91602 -1.92326 0.15507
*
```

Calculated values
HOMO energy	-8.37	eV
calculated total energy	-58016.6921	eV
F_max	2.6	eV/Å

Record 3
# C23H36N6O5PSY

A molecular structure, C23H36N6O5PSY (wB97M-V/def2-TZVPD, OMol25).

Structure (ORCA input):
```
! RIJCOSX wB97M-V def2-TZVPD def2/J DEFGRID3
* xyz 2 1
Y -0.27834 0.29546 -0.40828
C -1.29110 -0.62618 -3.61237
C -0.74893 -1.87741 -2.93695
N 0.37864 -1.60762 -2.02125
C 1.71227 -1.50606 -2.64637
C 1.95116 -0.23675 -3.45247
S 1.48938 1.28743 -2.56752
C 0.20992 2.01590 -3.64221
C -1.24875 1.80974 -3.21479
N -1.50986 0.47223 -2.64796
H -2.21395 -0.87590 -4.14027
H -0.59938 -0.27940 -4.37542
H -0.47185 -2.60850 -3.70352
H -1.53800 -2.33149 -2.33428
H 0.43566 -2.41058 -1.39828
H 1.90045 -2.36551 -3.29863
H 2.43981 -1.55256 -1.83443
H 1.43967 -0.25053 -4.41267
H 3.01523 -0.16769 -3.67386
H 0.39153 1.63827 -4.64734
H 0.41289 3.08496 -3.68986
H -1.86876 1.99202 -4.09837
H -1.53498 2.53960 -2.45557
H -2.47896 0.46538 -2.33833
C -3.29449 -4.31580 -0.39314
O -2.76505 -3.85404 0.85347
C -1.40866 -3.99334 0.98152
C -0.84147 -5.20703 1.33287
C 0.52155 -5.28628 1.56461
C 1.29420 -4.14253 1.49083
C 0.75154 -2.89849 1.14216
C 1.66982 -1.76040 1.27427
N 1.47958 -0.57970 0.82463
N 2.44814 0.35411 1.19804
C 2.07380 1.58577 1.01259
O 0.94741 1.98303 0.45246
C 2.97820 2.65475 1.49980
C 3.94101 2.38449 2.46941
C 4.75736 3.40330 2.93393
C 4.62199 4.69090 2.43318
C 3.66796 4.96408 1.46219
C 2.84485 3.95066 0.99869
C -0.62227 -2.85273 0.84383
O -1.26780 -1.69233 0.45133
H -2.93379 -5.31879 -0.62307
H -3.02029 -3.62884 -1.19852
H -4.37523 -4.33453 -0.28785
H -1.48687 -6.06964 1.43997
H 0.97351 -6.22796 1.84287
H 2.34797 -4.19437 1.73439
H 2.57610 -1.93554 1.85172
H 4.03884 1.37987 2.85572
H 5.50198 3.19514 3.69033
H 5.26549 5.48068 2.79718
H 3.57815 5.96390 1.05776
H 2.12100 4.14465 0.21645
N -0.77371 3.66221 1.66903
C -1.95350 3.03537 2.36426
P -2.14055 1.35213 1.64896
O -0.91377 0.58908 2.04769
O -2.19681 1.50276 0.12353
C -3.63495 0.52556 2.26520
N -3.33707 -0.91720 2.13925
H -0.01353 2.96344 1.38970
H -0.34117 4.38666 2.24431
H -1.07435 4.09938 0.79744
H -2.81677 3.68938 2.26081
H -1.70027 2.93793 3.41825
H -4.46988 0.78861 1.61640
H -3.89286 0.83557 3.28083
H -4.19339 -1.45775 2.08228
H -2.84473 -1.23145 2.97012
H -2.08096 -1.50950 1.02930
*
```

Calculated values
HOMO energy	-13.20	eV
calculated total energy	-64774.6836	eV
F_max	0.5	eV/Å

Repeat the second record exactly.
# C23H36F2N2O7S

A molecular structure, C23H36F2N2O7S at a distorted geometry (wB97M-V/def2-TZVPD, OMol25).

Structure (ORCA input):
```
! RIJCOSX wB97M-V def2-TZVPD def2/J DEFGRID3
* xyz 0 1
C 0.10971 0.14164 -3.11636
C -1.19518 -0.63474 -2.77830
O -0.94583 -1.48001 -1.64770
C -1.86186 -2.56214 -1.62236
C -1.55286 -3.33568 -0.33978
C -0.28397 -4.04644 -0.25975
C 0.03182 -4.77058 0.84152
C 1.38035 -5.52507 0.81682
C 1.19195 -6.72565 -0.16437
F -0.11169 -7.22522 0.04911
C -0.83650 -4.86594 1.98727
N -0.61130 -5.54705 3.10312
S -1.98320 -5.26196 3.97356
N -2.80843 -4.28066 2.99099
C -2.08247 -4.12537 1.87150
C -2.41287 -3.36395 0.70804
F -3.56999 -2.67028 0.63430
H 0.30279 -0.01056 -4.19050
H 0.94251 -0.25623 -2.51501
H -0.02335 1.21135 -2.92477
H -2.00614 0.08389 -2.55738
H -1.47656 -1.29194 -3.62231
H -2.91569 -2.21967 -1.58575
H -1.76742 -3.21132 -2.51705
H 0.43362 -4.00595 -1.08302
H 1.65757 -5.87363 1.82201
H 2.13548 -4.81638 0.42532
H 1.92605 -7.52476 -0.00070
H 1.18619 -6.32443 -1.18812
O -1.74723 2.53970 -3.57071
C -2.40331 3.35652 -2.97994
O -1.82115 4.11502 -2.03719
C -2.45130 5.24173 -1.41397
C -3.30078 4.81718 -0.23557
C -3.88938 3.48237 -3.21101
H -3.01199 5.82838 -2.14373
H -1.64016 5.87930 -1.06369
H -4.11930 4.16478 -0.54367
H -3.72340 5.68836 0.26535
H -2.70109 4.25808 0.48279
H -4.40844 2.74720 -2.59664
H -4.09008 3.27700 -4.26064
H -4.28612 4.47401 -3.00646
O -1.53886 6.69699 2.88510
C -0.83966 5.72951 3.01269
O -1.35590 4.50513 2.79596
C -0.57876 3.30436 2.72398
C -0.34298 2.71495 4.09897
C 0.58437 5.84961 3.49952
H 0.35026 3.47351 2.17650
H -1.16581 2.60533 2.12856
H 0.23154 3.39109 4.73336
H 0.19704 1.77046 4.02278
H -1.29396 2.53642 4.60201
H 0.58613 5.88661 4.58839
H 1.00118 6.77600 3.10965
H 1.23671 5.04783 3.16050
O 3.51655 -3.98418 -0.55730
C 4.05767 -2.91464 -0.43937
O 3.31202 -1.80096 -0.44019
C 3.81239 -0.50017 -0.11570
C 4.42086 0.17581 -1.32669
C 5.56036 -2.79881 -0.38307
H 4.50280 -0.54754 0.72833
H 2.94981 0.07313 0.22245
H 5.28175 -0.37628 -1.70567
H 4.74209 1.18808 -1.07857
H 3.69249 0.22675 -2.13706
H 5.95438 -2.78900 -1.39883
H 5.95050 -3.66763 0.14336
H 5.91602 -1.92326 0.15507
*
```

Calculated values
HOMO energy	-8.37	eV
calculated total energy	-58016.6921	eV
F_max	2.6	eV/Å

Which value of HOMO energy does entry 1 give?
-10.45 eV